1.
Here is 11 unconnected molecules or ions with the total composition C39H69NO14 from OMol25. Energies are from the ωB97M-V functional and the def2-TZVPD basis.

The geometry in XYZ format:
```
123
Properties=species:S:1:pos:R:3:lowdin_charge:R:1
C -0.488 0.848 1.468 0.03
C 0.530 -0.197 1.613 -0.34
O 0.988 -0.477 2.717 0.10
N 1.085 -0.933 0.414 0.13
H 0.699 -0.538 -0.512 0.12
H 2.032 -1.091 0.305 0.05
C 0.677 -2.374 0.291 0.05
H -0.557 1.420 0.621 0.03
H -0.817 1.643 2.318 0.14
H -1.511 0.377 1.216 0.12
H 0.981 -3.119 0.878 0.06
H 0.906 -2.536 -0.661 0.05
H -0.393 -2.462 0.394 0.10
O 0.037 0.100 -1.938 -0.28
H -0.414 0.308 -2.639 -0.10
C 4.005 1.093 1.280 -0.01
C 4.493 -0.358 1.048 -0.55
C 4.304 -1.080 2.274 -0.10
O 3.627 -0.926 0.201 -0.07
H 4.908 1.603 2.080 0.17
H 3.266 1.172 1.996 0.02
H 4.001 1.667 0.397 0.05
H 5.532 -0.436 0.604 0.17
H 4.550 -2.250 2.375 0.11
H 3.338 -1.363 2.666 0.05
H 4.660 -0.772 3.326 0.11
H 4.206 -1.194 -0.565 0.14
C 4.153 -1.399 -3.992 -0.11
C 2.668 -1.199 -3.942 -0.51
C 1.934 -2.173 -4.801 -0.07
O 2.207 -1.449 -2.563 -0.14
H 4.326 -2.537 -3.750 0.10
H 4.951 -0.726 -3.335 0.11
H 4.575 -1.085 -5.150 0.14
H 2.397 -0.014 -4.038 0.17
H 0.968 -1.808 -5.048 0.06
H 1.524 -3.073 -4.178 0.12
H 2.424 -2.493 -5.705 0.07
H 1.421 -0.908 -2.347 0.01
C -3.073 2.516 -3.827 -0.04
C -1.839 3.306 -3.092 -0.52
C -2.197 4.720 -3.128 -0.09
O -1.698 2.685 -1.780 -0.14
H -3.289 2.886 -4.974 0.12
H -3.956 2.739 -3.310 0.02
H -2.797 1.337 -3.725 0.10
H -0.903 3.161 -3.561 0.08
H -3.140 5.128 -2.762 0.07
H -2.118 5.055 -4.221 0.10
H -1.138 5.140 -2.640 0.13
H -0.919 1.905 -1.940 0.14
C -4.513 -0.579 -2.511 -0.05
C -3.460 -0.167 -1.456 -0.45
C -4.085 -0.353 -0.089 -0.05
O -2.265 -1.004 -1.606 -0.07
H -5.285 0.151 -2.551 0.07
H -4.791 -1.698 -2.317 0.12
H -4.257 -0.501 -3.466 0.00
H -3.231 0.876 -1.491 0.09
H -4.234 -1.548 -0.022 0.11
H -5.033 0.038 0.055 0.05
H -3.582 -0.012 0.717 0.00
H -1.433 -0.515 -1.639 -0.02
C 3.672 2.681 -3.239 -0.01
C 2.236 2.994 -2.848 -0.42
C 1.692 4.454 -3.139 0.00
O 1.278 2.083 -3.331 -0.13
H 4.404 3.209 -2.894 0.03
H 3.841 2.627 -4.261 0.08
H 3.763 1.826 -2.843 -0.01
H 2.139 2.742 -1.788 0.13
H 0.727 4.389 -2.874 -0.02
H 1.612 4.660 -4.161 0.07
H 2.156 5.206 -2.497 0.09
H 0.979 1.253 -2.745 0.08
C -4.714 -4.515 0.610 -0.06
C -3.325 -4.270 1.058 -0.54
C -2.888 -4.938 2.385 -0.06
O -2.397 -4.427 0.039 -0.09
H -5.472 -3.969 1.037 0.05
H -4.832 -5.718 0.611 0.15
H -4.916 -4.082 -0.298 0.03
H -2.996 -3.047 1.053 0.17
H -1.842 -4.869 2.715 0.06
H -2.778 -6.083 2.297 0.10
H -3.537 -4.607 3.217 0.08
H -2.613 -4.112 -0.844 0.09
C 3.133 -4.925 -0.161 0.02
C 2.394 -6.207 0.411 0.12
C 2.829 -6.783 1.737 -0.45
O 2.320 -7.746 2.273 0.09
C 4.039 -6.088 2.362 0.06
C 4.785 -5.074 1.594 0.04
C 4.321 -4.493 0.303 -0.51
O 4.949 -3.664 -0.336 0.10
H 2.646 -4.532 -1.074 0.12
H 1.229 -6.538 -0.014 0.19
H 4.478 -6.673 3.290 0.15
H 5.625 -4.676 2.137 0.09
C -0.621 3.870 6.292 0.07
C -0.903 2.465 6.962 0.17
C 0.083 1.369 6.555 -0.41
O 0.052 0.202 6.927 0.10
C 1.076 1.638 5.555 0.04
C 1.113 2.962 4.897 0.04
C 0.184 4.017 5.176 -0.47
O 0.133 4.928 4.290 0.05
H -1.282 4.666 6.749 0.13
H -1.701 2.300 7.497 0.04
H 1.773 0.952 5.028 0.11
H 1.944 2.970 4.149 0.12
C -2.545 4.595 2.218 0.09
C -3.283 5.059 0.907 0.13
C -4.572 4.437 0.477 -0.51
O -5.182 4.740 -0.417 0.17
C -5.080 3.268 1.280 0.04
C -4.272 2.674 2.317 0.06
C -2.941 3.344 2.868 -0.50
O -2.517 3.005 3.871 0.13
H -1.514 5.105 2.199 0.12
H -2.969 5.894 0.406 0.06
H -6.066 3.054 1.033 0.08
H -4.815 1.921 2.980 0.12
```

LUMO level   -2.608 eV
2S+1   1
Energy above the lowest of the compared OMol25 structures with the same formula, charge and spin   76.6 kcal per mole
HOMO   -9.18 eV
Total energy   -2634.6315 hartree

2.
Here is 9 unconnected molecules or ions with the total composition C39H70N9O11 from OMol25. Energies are from the ωB97M-V functional and the def2-TZVPD basis.

The geometry in XYZ format:
```
129
Properties=species:S:1:pos:R:3:lowdin_charge:R:1
C 42.115 7.102 24.415 0.00
C 41.007 6.601 23.502 -0.43
C 39.937 7.721 23.523 -0.09
C 38.870 7.517 22.433 -0.14
C 39.509 6.896 21.203 -0.12
C 41.001 6.842 20.996 -0.37
N 41.653 6.420 22.263 0.07
O 42.801 5.838 22.224 0.21
C 41.477 8.184 20.634 0.05
C 41.342 5.843 19.879 0.05
C 40.430 5.284 24.051 0.04
H 42.774 6.324 24.620 0.08
H 41.903 7.363 25.295 0.02
H 42.576 8.025 23.993 0.11
H 40.352 8.671 23.669 0.08
H 39.324 7.728 24.443 0.14
H 38.508 8.442 22.115 0.08
H 37.935 6.930 22.834 0.15
H 39.033 7.440 20.393 0.11
H 38.968 5.922 21.105 0.12
H 41.119 8.924 21.146 0.07
H 41.089 8.378 19.850 0.01
H 42.421 8.220 20.364 0.07
H 41.166 4.901 19.916 0.02
H 42.527 5.757 19.754 0.14
H 40.962 6.172 18.976 0.07
H 41.278 4.530 24.220 0.13
H 39.472 5.018 23.637 0.08
H 40.017 5.188 25.030 0.07
C 36.986 13.936 17.175 -0.10
C 37.943 13.595 18.322 0.01
C 38.221 12.080 18.648 0.09
C 37.508 10.985 17.717 -0.08
C 36.738 11.506 16.484 0.09
C 36.422 12.974 16.419 -0.10
N 37.599 9.602 17.966 -0.32
O 36.896 8.816 17.304 0.08
O 38.665 9.301 18.638 0.00
H 36.776 14.972 16.926 0.10
H 38.504 14.411 18.827 0.08
H 38.785 11.749 19.419 0.01
H 36.284 11.003 15.700 0.07
H 35.710 13.357 15.641 0.12
C 42.915 6.634 29.201 -0.09
C 41.641 6.254 29.876 -0.01
C 40.659 5.136 29.252 0.05
C 41.227 4.427 28.001 -0.14
C 42.573 4.762 27.515 0.05
C 43.437 5.824 28.203 -0.05
N 40.579 3.299 27.322 -0.31
O 41.117 2.767 26.295 0.01
O 39.495 2.741 27.724 0.02
H 43.503 7.456 29.616 0.09
H 41.383 6.689 30.929 0.12
H 39.478 4.947 29.595 0.15
H 43.046 4.273 26.844 0.02
H 44.437 5.957 27.837 0.09
C 36.173 3.516 23.616 -0.28
O 36.832 4.254 22.880 -0.05
N 35.885 3.930 24.901 -0.18
C 35.096 3.080 25.767 -0.04
C 36.284 5.238 25.454 -0.05
H 35.921 2.477 23.274 0.16
H 34.098 2.964 25.341 0.10
H 35.091 3.403 26.839 0.12
H 35.345 2.213 25.733 -0.03
H 35.750 5.591 26.476 0.13
H 35.843 5.996 24.765 0.09
H 37.361 5.123 25.637 0.08
C 42.236 4.850 16.019 -0.32
O 41.163 5.239 15.431 -0.06
N 43.097 5.587 16.726 -0.15
C 44.333 4.938 17.481 0.01
C 43.111 7.064 16.610 -0.02
H 42.367 3.781 16.198 0.13
H 45.145 4.229 16.888 0.15
H 43.869 4.198 18.045 0.04
H 44.742 5.701 17.974 -0.01
H 43.848 7.395 17.419 0.10
H 41.889 7.488 16.665 0.17
H 43.242 7.400 15.742 -0.02
C 45.049 8.696 22.116 -0.37
O 44.995 7.835 22.990 -0.01
N 45.630 8.526 20.940 -0.13
C 45.669 9.708 20.070 -0.05
C 46.441 7.272 20.516 0.05
H 44.732 9.826 22.054 0.16
H 44.762 9.999 19.475 0.10
H 46.461 9.532 19.241 0.14
H 45.827 10.534 20.408 -0.03
H 46.286 7.124 19.523 0.03
H 46.187 6.340 21.156 0.14
H 47.346 7.585 20.588 0.02
C 38.175 3.844 19.778 -0.35
O 39.048 2.958 19.590 -0.05
N 37.966 4.669 18.790 -0.19
C 36.876 5.622 18.843 -0.06
C 38.662 4.559 17.492 -0.05
H 37.568 4.039 20.684 0.12
H 37.098 6.437 19.437 0.03
H 35.833 5.234 19.156 0.13
H 36.750 6.217 17.963 0.06
H 39.792 4.244 17.477 0.10
H 38.788 5.676 17.150 0.09
H 38.017 4.210 16.571 0.13
C 43.576 10.661 28.329 -0.36
O 43.902 9.874 29.281 -0.07
N 43.776 10.325 27.148 -0.18
C 43.093 10.876 26.043 -0.06
C 44.682 9.098 26.933 0.02
H 43.148 11.682 28.478 0.16
H 43.581 10.503 25.184 0.07
H 43.136 11.985 26.041 0.11
H 42.077 10.596 26.251 0.09
H 45.355 8.854 25.994 0.13
H 44.044 8.280 26.817 0.03
H 45.374 9.258 27.734 0.08
C 40.975 11.935 23.123 -0.28
O 41.663 10.938 23.313 -0.02
N 40.923 12.767 21.961 -0.16
C 39.782 13.766 21.634 -0.02
C 41.958 12.642 20.948 -0.09
H 40.182 12.344 23.814 0.14
H 40.196 14.423 20.837 0.09
H 39.534 14.559 22.432 0.11
H 38.886 13.410 21.317 0.02
H 42.715 11.787 21.281 0.12
H 42.583 13.462 20.715 0.06
H 41.484 12.510 19.960 0.08
```

Net charge   +1
LUMO level   -5.361 eV
2S+1   1
HOMO   -10.55 eV
Total energy   -2847.2102 hartree

Question: What is the formula in the second record?
Answer: C39H70N9O11

Question: Which of these has the highest LUMO level?
Answer: C39H69NO14

Question: What is the 2S+1 in the second record?
Answer: 1